No. 1
Molecular formula: C5H7NO
Method: DFT, ωB97M-V/def2-TZVPD

Values from the calculation:
**Total charge**: 0
**HOMO energy**: -0.30774 Ha
**Kohn-Sham gap**: 0.33430 Eh
**F_max**: 2.37 eV/A

```
14
Properties=species:S:1:pos:R:3:forces:R:3
O 1.321446 0.981134 1.421412 0.9 0.8 -0.9
C 1.381861 1.315706 0.136279 -0.2 0.0 -1.1
C 0.344296 0.968688 -0.799790 0.0 0.3 -0.2
C -0.014813 -0.449940 -1.094867 0.0 -0.3 -0.3
C -0.206350 -1.301400 0.150362 0.1 -0.1 0.1
C -1.245893 -0.241678 0.566814 -0.2 0.0 0.3
N -1.053114 0.529290 -0.701030 -0.3 0.0 0.0
H 2.199994 1.447594 1.349642 -0.1 -0.6 2.3
H 0.497382 1.567492 -1.692312 -0.2 -0.1 -0.1
H 0.090958 -0.813524 -2.112786 0.0 0.0 0.1
H 0.659127 -1.439082 0.802229 -0.1 0.0 -0.1
H -0.648737 -2.272536 -0.081867 0.1 0.1 0.1
H -1.054511 0.323244 1.480501 0.0 0.0 -0.1
H -2.271652 -0.614990 0.575418 0.2 0.0 0.1
```
Positions in Å, forces in eV/Å.

***

No. 2
Molecular formula: C6H11NO
Method: DFT, ωB97M-V/def2-TZVPD

Values from the calculation:
**Total charge**: -1
**Expectation value of S²**: 0.758
**HOMO energy (alpha / beta)**: 0.01765 / -0.10524 Ha
**Kohn-Sham gap (alpha / beta)**: 0.09165 / 0.21410 Eh
**F_max**: 2.17 eV/A
**2S+1**: 2

```
19
Properties=species:S:1:pos:R:3:forces:R:3
C 0.897782 0.079907 -0.423243 1.3 -0.3 0.2
C 2.195106 0.386405 -0.408419 -0.6 0.8 -0.6
O 2.979834 0.097933 0.684816 0.5 -0.2 -0.1
C 2.887196 1.141390 -1.527170 -0.2 -0.9 0.7
H 0.264440 0.472196 -1.200923 -0.2 -0.3 -0.1
H 0.553867 -0.596490 0.343897 -0.6 0.3 0.1
H 3.841458 0.514778 0.552502 -0.2 -0.2 0.1
H 2.149759 1.327794 -2.300130 0.1 0.5 0.0
H 3.372283 2.028945 -1.119336 0.0 0.3 -0.3
H 3.639011 0.482595 -1.970915 0.2 0.1 0.0
C -2.887730 -1.213492 1.422880 -0.9 1.4 -1.5
C -2.081662 -2.031737 0.684836 0.0 -0.3 1.3
C -2.669257 0.947753 0.500608 0.1 -0.2 -0.6
N -3.434899 -0.042608 0.965856 -0.3 -0.5 1.2
H -3.306973 -1.453651 2.403142 0.3 -0.7 0.1
H -1.954855 -1.876623 -0.372786 0.3 0.2 -0.1
H -1.688746 -2.914884 1.177067 0.1 -0.2 -0.3
H -3.172390 1.767038 -0.004541 0.3 0.1 0.0
H -1.584221 0.882750 0.591861 0.0 0.2 -0.2
```
Positions in Å, forces in eV/Å.

***

No. 3
Molecular formula: C13H23AuF3NO4P2
Method: DFT, ωB97M-V/def2-TZVPD

Values from the calculation:
**Total charge**: +2
**Expectation value of S²**: 2.014
**HOMO energy (alpha / beta)**: -0.56092 / -0.59163 Ha
**Kohn-Sham gap (alpha / beta)**: 0.32443 / 0.17573 Eh
**F_max**: 2.08 eV/A
**2S+1**: 3

```
47
Properties=species:S:1:pos:R:3:forces:R:3
Au 0.077002 -0.146407 -0.027291 0.2 -0.6 1.2
P -2.240833 -0.003092 -0.012924 -2.0 0.5 0.3
C -2.695412 0.332695 -1.748476 0.5 -0.3 -0.1
C -1.663677 1.246417 -2.381204 -0.5 0.3 -0.3
N -0.425867 1.248879 -1.868221 -0.1 0.4 -0.3
C 0.501938 2.080810 -2.357844 0.3 0.3 -0.5
C 0.231440 2.917733 -3.439454 0.0 -0.2 0.2
C -1.045857 2.911391 -4.004324 0.1 -0.2 0.2
C -2.014999 2.073125 -3.448821 0.2 -0.2 0.3
C 1.877505 2.092513 -1.723991 -0.2 -0.1 0.3
P 2.150122 0.545148 -0.796562 1.4 -0.1 -0.8
H -3.047271 2.018965 -3.798512 0.4 0.2 -0.1
H 1.048791 3.550177 -3.789664 -0.4 -0.1 -0.1
H -1.279432 3.543405 -4.856485 0.0 -0.1 0.2
H 2.673129 2.179781 -2.478404 -0.2 0.0 0.1
H 1.994586 2.939676 -1.029081 -0.1 -0.2 -0.2
H -2.733549 -0.646575 -2.270044 0.0 0.5 0.2
H -3.698839 0.781916 -1.769739 0.2 -0.1 0.0
H 0.453765 -4.122128 -2.541718 -0.5 0.4 -0.4
O -0.214044 -3.610260 -3.046551 0.5 -0.7 0.1
H -0.385441 -4.173193 -3.824705 0.0 0.4 0.4
H 3.025795 -3.745844 -0.215226 0.0 -0.3 -0.3
O 3.200417 -4.048873 -1.121978 0.5 -0.1 0.6
H 3.961480 -4.658464 -1.007294 -0.7 0.5 -0.3
C 2.859811 -0.635770 -1.967157 -0.2 -0.3 0.0
H 3.770178 -0.204782 -2.408590 -0.2 -0.1 0.1
H 3.087251 -1.588221 -1.465276 0.1 0.3 -0.1
H 2.132377 -0.874445 -2.755230 0.2 0.2 0.1
C 3.333243 0.830927 0.519855 -0.1 -0.1 0.5
H 3.508566 -0.117946 1.046115 0.1 0.2 -0.2
H 4.272270 1.206933 0.096042 -0.1 0.0 0.1
H 2.921032 1.539482 1.248904 0.2 0.0 -0.2
C -2.889727 1.328712 1.031334 0.6 0.2 0.2
H -3.980736 1.391964 0.911287 0.3 -0.1 0.0
H -2.625275 1.110614 2.077831 -0.2 0.0 -0.3
H -2.427937 2.290370 0.786143 -0.1 -0.1 -0.1
C -3.111412 -1.476019 0.516628 0.5 -0.5 0.2
H -2.835002 -1.682114 1.559856 -0.2 0.0 -0.2
H -4.193118 -1.307994 0.436581 0.2 0.0 0.0
H -2.796420 -2.328298 -0.093071 -0.2 0.0 0.1
F 0.612196 -0.576821 5.150035 0.0 -0.8 -1.5
C 0.718178 -1.496382 4.158575 0.3 -0.6 1.5
F 1.978431 -2.020727 4.218406 -1.4 0.8 -0.5
F -0.146795 -2.515687 4.450208 0.8 1.3 -0.8
C 0.404349 -0.860788 2.713893 0.2 -0.4 0.7
O -0.009334 0.319773 2.662489 0.1 -1.3 -0.6
O 0.608902 -1.635911 1.714519 -0.2 1.3 0.2
```
Positions in Å, forces in eV/Å.

***

No. 4
Molecular formula: C19H43ClN6O10
Method: DFT, ωB97M-V/def2-TZVPD

Values from the calculation:
**Total charge**: -1
**Expectation value of S²**: 0.755
**HOMO energy (alpha / beta)**: -0.25502 / -0.26761 Ha
**Kohn-Sham gap (alpha / beta)**: 0.34484 / 0.33658 Eh
**F_max**: 5.30 eV/A
**2S+1**: 2

```
79
Properties=species:S:1:pos:R:3:forces:R:3
Cl -4.351700 19.894080 -30.175610 0.1 -1.5 0.9
O -3.660730 18.683650 -30.025900 1.4 -3.7 0.2
O -5.386370 19.962190 -29.230320 -2.4 0.4 1.4
O -3.378310 20.851540 -29.796250 1.1 3.1 -1.0
O -4.893790 19.887510 -31.485790 -0.1 1.7 -1.4
C -3.919390 13.969480 -32.684870 0.2 -0.8 -0.6
C -5.270480 14.340380 -32.038220 1.5 -0.6 1.1
C -4.867400 15.349360 -30.987530 -1.3 1.8 1.7
C -6.117930 15.968830 -30.332520 0.2 1.1 -0.4
C -6.862400 16.795940 -31.466460 0.5 -1.8 1.4
C -7.396360 15.816150 -32.536440 0.2 -0.7 -1.1
N -6.187300 14.962870 -33.015710 -1.2 -3.3 -2.7
O -6.352650 14.076260 -34.125630 0.0 3.6 3.9
C -8.597550 15.033630 -32.026990 0.5 -0.7 1.4
C -7.942650 16.563560 -33.733410 0.5 1.2 -1.3
C -5.870380 13.111570 -31.242330 0.0 -0.5 0.6
H -3.983240 13.155740 -33.407270 -0.2 0.0 0.0
H -3.209250 13.647280 -31.923310 -0.3 -0.2 0.3
H -3.375440 14.776630 -33.175510 -0.6 0.4 -0.1
H -4.169740 15.082270 -30.193780 -0.2 -1.3 -0.1
H -4.310930 16.224610 -31.322770 -0.1 0.0 -1.0
H -5.794760 16.555600 -29.472660 0.2 0.9 -0.5
H -6.794080 15.333140 -29.760850 -0.1 -0.7 -0.7
H -6.164080 17.476730 -31.953260 -0.1 0.2 0.3
H -7.682850 17.304530 -30.960200 -0.1 0.3 -0.5
H -9.272280 15.832450 -31.719210 -0.5 -0.4 -0.1
H -9.057580 14.295600 -32.684080 0.1 0.5 -0.5
H -8.366410 14.463780 -31.127010 0.1 0.0 0.2
H -7.838190 16.081210 -34.705280 0.4 -0.5 0.3
H -9.006420 16.800510 -33.714600 0.0 -0.1 0.7
H -7.420800 17.515600 -33.830380 0.1 0.1 -0.1
H -6.242130 13.317060 -30.238500 -0.6 1.1 -0.2
H -5.143050 12.406880 -30.839190 0.9 -0.1 -1.0
H -6.640010 12.484180 -31.691950 0.1 0.4 -0.6
O -9.621080 22.103820 -32.312010 -1.0 0.6 -0.7
C -8.613270 21.579520 -31.900130 -0.2 1.3 0.4
N -7.737190 22.340680 -31.162390 0.5 -0.7 -0.1
C -8.399480 20.127580 -32.049080 0.6 -1.1 0.4
H -7.915070 23.330730 -31.071580 -0.1 -0.4 -0.1
H -6.904780 21.961420 -30.734170 -0.1 -0.1 -0.2
H -9.205890 19.589420 -32.547280 -0.2 0.6 0.0
H -8.374300 19.779920 -31.016320 0.3 -0.5 0.0
H -7.474900 19.842910 -32.551290 0.2 0.2 0.3
O -6.206540 16.198160 -26.428990 -0.9 -1.0 0.4
C -5.203000 16.736820 -26.017340 -0.1 -0.3 0.7
N -4.578970 17.599460 -26.794210 0.9 0.6 -0.5
C -4.590550 16.544360 -24.653140 -1.3 -0.5 1.0
H -3.655590 17.902750 -26.519470 -0.2 0.1 -0.7
H -4.945630 17.542810 -27.733600 0.7 0.8 -0.3
H -4.221730 17.469630 -24.210470 0.7 -0.2 -0.3
H -3.954460 15.660790 -24.600310 0.6 0.4 -0.3
H -5.390880 16.262620 -23.968900 -0.3 0.0 -0.1
O -0.969270 23.832170 -29.259680 -0.7 1.6 1.5
C -0.739870 23.594570 -30.415400 1.8 1.8 -1.3
N -0.844880 22.314190 -30.766660 -0.2 -0.5 -1.0
C -0.153400 24.730900 -31.424710 -1.3 -2.4 1.4
H -0.494380 21.854750 -31.595010 -0.3 0.3 0.3
H -1.403580 21.867480 -30.053630 0.1 -1.0 -0.4
H 0.243830 25.517630 -30.783330 0.2 -0.2 -0.3
H -0.972050 25.100580 -32.042160 0.1 0.0 0.0
H 0.551730 24.164750 -32.033290 0.3 0.6 -0.1
O -0.944590 18.775320 -34.276810 0.8 0.4 -1.7
C -0.934140 18.583560 -33.093150 -1.4 -1.6 0.0
N -1.302310 19.571530 -32.243310 0.5 0.3 1.2
C -0.676490 17.152450 -32.519260 -0.3 2.1 0.5
H -1.662620 19.393350 -31.316740 0.0 -0.1 0.0
H -1.460570 20.501140 -32.605100 -0.3 -0.5 -0.3
H -0.861160 16.330610 -33.211060 0.2 0.5 -0.2
H -1.368110 17.089780 -31.679130 0.3 -0.4 0.3
H 0.358760 17.226580 -32.186310 0.0 -0.6 0.2
O -0.524580 21.618630 -25.145810 -0.8 -0.9 0.7
C -1.380750 21.275450 -25.974150 3.3 1.5 1.6
N -1.188370 21.733360 -27.209800 -2.2 -1.1 -1.0
C -2.515840 20.375130 -25.633360 -0.4 -0.7 -0.2
H -0.425830 22.349780 -27.451980 -0.5 0.2 0.2
H -2.078190 21.709050 -27.687020 0.5 0.4 -1.2
H -2.110290 19.578260 -25.009960 0.0 0.2 0.3
H -2.955420 19.868790 -26.492710 -0.1 0.4 -0.2
H -3.299810 20.895680 -25.083340 0.1 0.0 0.0
```
Positions in Å, forces in eV/Å.

***

These records have M values of 97.12 113.16 573.24 551.04 g mol⁻¹, in the order they appear.
These records have energy relative to the best compared isomer or geometry (same formula, charge and spin) values of 130.8 52.0 12.4 41.6 kcal per mole, in the order they appear.